Record 1
Molecular formula: C49H44AsF6N2O2P2ReS2
Method: DFT, ωB97M-V/def2-TZVPD

Positions of all 109 atoms, in Å:
1 Re -0.756 0.100 0.122
2 O -1.262 -3.649 0.493
3 S 2.587 -1.138 -2.629
4 C -1.587 -1.074 -1.368
5 C -1.248 -0.423 -2.591
6 C -1.889 -0.735 -3.812
7 C -2.927 -1.682 -3.817
8 C -3.205 -2.387 -2.634
9 C -2.500 -2.210 -1.448
10 P -2.587 -3.401 -0.082
11 C -3.149 -4.913 -0.961
12 C -4.308 -5.670 -0.615
13 C -4.530 -6.939 -1.117
14 C -3.678 -7.494 -2.065
15 C -2.731 -6.627 -2.629
16 C -2.415 -5.419 -1.998
17 C -3.895 -3.126 1.078
18 C -5.033 -2.525 0.649
19 C -6.055 -2.297 1.554
20 C -5.887 -2.514 2.921
21 C -4.698 -3.070 3.313
22 C -3.719 -3.495 2.419
23 C 2.847 -1.971 -1.171
24 C 2.338 -3.274 -0.997
25 C 2.321 -3.806 0.278
26 C 3.004 -3.175 1.367
27 C 3.654 -1.973 1.182
28 C 3.499 -1.379 -0.039
29 P 3.670 0.321 -0.360
30 C 4.957 0.533 -1.666
31 C 5.728 -0.563 -2.039
32 C 6.500 -0.523 -3.168
33 C 6.693 0.682 -3.844
34 C 6.045 1.835 -3.383
35 C 5.044 1.707 -2.419
36 C 4.220 1.200 1.139
37 C 5.537 1.757 1.199
38 C 5.797 2.692 2.207
39 C 4.819 3.182 3.064
40 C 3.580 2.579 3.027
41 C 3.304 1.526 2.147
42 H -0.441 0.313 -2.605
43 H -1.680 -0.202 -4.738
44 H -3.547 -1.866 -4.702
45 H -3.967 -3.149 -2.755
46 H -5.001 -5.295 0.150
47 H -5.422 -7.497 -0.818
48 H -3.839 -8.493 -2.365
49 H -2.251 -6.889 -3.587
50 H -1.566 -4.894 -2.408
51 H -5.142 -2.312 -0.412
52 H -7.066 -1.863 1.220
53 H -6.762 -2.448 3.640
54 H -4.664 -3.335 4.325
55 H -2.833 -4.038 2.779
56 H 1.706 -3.635 -1.821
57 H 1.742 -4.695 0.383
58 H 3.100 -3.745 2.264
59 H 4.220 -1.522 1.994
60 H 5.733 -1.448 -1.420
61 H 6.938 -1.445 -3.556
62 H 7.339 0.711 -4.725
63 H 6.142 2.765 -3.923
64 H 4.404 2.576 -2.207
65 H 6.297 1.596 0.448
66 H 6.816 3.096 2.296
67 H 5.062 3.975 3.764
68 H 2.745 2.974 3.595
69 H 2.359 0.935 2.220
70 N -1.091 -0.789 7.407
71 C -1.050 -0.787 6.249
72 C -0.908 -0.636 4.840
73 C -1.040 0.668 4.234
74 C -0.978 0.762 2.861
75 N -0.567 -0.312 2.088
76 C -0.259 -1.571 2.668
77 C -0.494 -1.708 4.040
78 H -1.432 1.544 4.753
79 H -1.085 1.675 2.287
80 H 0.068 -2.419 2.027
81 H -0.340 -2.668 4.443
82 C 1.121 6.225 0.593
83 As 1.883 5.736 -1.206
84 C 0.781 6.927 -2.262
85 C 3.386 6.952 -1.159
86 S 1.380 0.858 -0.409
87 H 0.630 5.356 1.050
88 H 0.401 7.067 0.525
89 H 1.933 6.528 1.255
90 H 0.858 8.029 -1.978
91 H -0.255 6.543 -2.137
92 H 1.194 6.793 -3.290
93 H 3.106 7.925 -0.739
94 H 3.783 7.110 -2.180
95 H 4.210 6.569 -0.436
96 C -3.540 2.325 -1.622
97 C -2.891 2.445 -0.288
98 O -1.676 1.635 -0.155
99 C -3.820 1.825 0.877
100 F -5.160 2.088 0.640
101 F -3.662 0.451 0.947
102 F -3.541 2.393 2.102
103 C -2.289 3.882 -0.136
104 F -1.660 4.132 1.037
105 F -3.169 4.874 -0.348
106 F -1.273 4.017 -1.094
107 H -3.680 1.215 -1.811
108 H -2.865 2.698 -2.386
109 H -4.516 2.811 -1.630

Calculated values
Molar mass in g mol⁻¹: 1194.1
Multiplicity: 4
Total charge: +3
HOMO-LUMO gap (spin up / spin down) in eV: 3.0 / 3.1
E_HOMO (spin up / spin down) in eV: -14.2 / -14.2
<S²>: 3.819

Here are the Löwdin charges for atoms 1 to 2, given in e: 1.436 -0.320

Record 2
Molecular formula: C49H44BrN8O4STeTi
Method: DFT, ωB97M-V/def2-TZVPD

Positions of all 109 atoms, in Å:
1 Ti 1.402 -1.612 -0.613
2 O 5.917 1.360 -1.189
3 C 6.419 0.231 -1.384
4 C 7.826 0.015 -1.733
5 C 8.448 -1.213 -1.469
6 C 7.727 -2.325 -1.046
7 C 6.380 -2.155 -0.764
8 C 5.679 -1.014 -1.110
9 C 4.211 -0.941 -0.950
10 O 3.476 -1.998 -0.647
11 N 3.574 0.189 -1.232
12 N 2.217 0.179 -1.204
13 C 1.448 1.252 -1.472
14 C 0.091 0.994 -1.546
15 C -0.931 1.943 -1.875
16 C -2.231 1.551 -1.650
17 C -2.550 0.212 -1.396
18 C -1.503 -0.710 -1.248
19 N -0.229 -0.321 -1.274
20 H 4.162 1.071 -1.336
21 H 8.420 0.905 -2.121
22 H 9.542 -1.341 -1.625
23 H 8.177 -3.286 -0.840
24 H 5.819 -3.066 -0.620
25 H 1.844 2.231 -1.689
26 H -0.637 3.013 -2.007
27 H -3.020 2.296 -1.723
28 H -3.607 -0.089 -1.332
29 H -1.722 -1.726 -0.977
30 Br -4.472 1.307 -10.491
31 C -3.440 0.030 -9.552
32 C -2.050 0.018 -9.689
33 C -1.332 -0.740 -8.810
34 C -1.953 -1.549 -7.844
35 C -3.344 -1.634 -7.779
36 C -4.103 -0.884 -8.685
37 N -1.094 -2.339 -7.076
38 N -1.772 -2.838 -6.053
39 C -1.055 -3.279 -4.980
40 C -1.846 -3.859 -3.976
41 C -1.365 -3.905 -2.653
42 C -0.111 -3.365 -2.327
43 O 0.221 -3.225 -1.027
44 C 0.749 -2.891 -3.361
45 N 1.869 -2.194 -3.055
46 C 2.829 -2.175 -3.998
47 C 2.548 -2.280 -5.345
48 C 1.280 -2.712 -5.684
49 C 0.332 -2.991 -4.696
50 H -1.553 0.802 -10.252
51 H -0.245 -0.667 -8.829
52 H -3.779 -2.273 -7.016
53 H -5.171 -0.923 -8.746
54 H -2.893 -3.975 -4.185
55 H -1.851 -4.376 -1.840
56 H 3.843 -2.080 -3.602
57 H 3.298 -2.109 -6.091
58 H 0.994 -2.863 -6.702
59 C 3.243 -0.892 2.405
60 C 1.767 -0.762 2.145
61 O 1.153 -0.032 3.036
62 N 1.229 -1.339 1.119
63 Te -0.970 1.019 2.708
64 C -0.289 1.574 4.717
65 C 0.514 2.739 4.943
66 C 1.090 3.565 3.821
67 C 0.599 3.182 6.280
68 C 0.363 2.329 7.370
69 C 0.744 2.746 8.783
70 C -0.225 1.023 7.098
71 C -0.658 0.703 5.772
72 C -1.427 -0.635 5.546
73 C -3.103 1.113 3.134
74 C -3.796 -0.088 3.007
75 C -3.157 -1.340 2.378
76 C -5.150 -0.169 3.286
77 C -5.856 0.989 3.532
78 C -7.319 0.928 3.872
79 C -5.187 2.236 3.427
80 C -3.826 2.314 3.340
81 C -3.134 3.656 3.432
82 H 3.708 -0.129 1.770
83 H 3.530 -0.586 3.444
84 H 3.615 -1.882 2.156
85 H 0.452 4.435 3.559
86 H 1.265 2.923 2.930
87 H 2.112 3.895 4.156
88 H 0.892 4.207 6.512
89 H 0.022 3.496 9.159
90 H 1.792 3.221 8.824
91 H 0.761 1.865 9.465
92 H -0.362 0.276 7.893
93 H -1.359 -1.276 6.473
94 H -1.008 -1.310 4.797
95 H -2.490 -0.469 5.355
96 H -2.256 -1.707 2.849
97 H -2.787 -1.176 1.360
98 H -3.939 -2.072 2.511
99 H -5.668 -1.137 3.392
100 H -7.604 1.308 4.894
101 H -7.684 -0.102 3.980
102 H -7.949 1.398 3.104
103 H -5.714 3.214 3.447
104 H -3.836 4.370 3.910
105 H -2.936 4.088 2.473
106 H -2.223 3.622 4.007
107 S 4.592 3.488 2.866
108 C 4.008 3.004 1.467
109 N 3.576 2.497 0.509

Calculated values
Molar mass in g mol⁻¹: 1096.4
Multiplicity: 4
Total charge: -2
HOMO-LUMO gap (spin up / spin down) in eV: 4.0 / 3.7
E_HOMO (spin up / spin down) in eV: -1.0 / -2.4
<S²>: 3.845

Here are the Löwdin charges for atoms 1 to 2, given in e: 1.111 -0.056

Record 3
Molecular formula: C49H44ClF10N8O5PTi
Method: DFT, ωB97M-V/def2-TZVPD

Positions of all 119 atoms, in Å:
1 Ti 1.992 -0.103 -0.152
2 F -4.294 1.035 2.018
3 C -3.178 1.576 2.546
4 C -1.980 1.181 2.047
5 C -0.791 1.739 2.522
6 C 0.475 1.325 1.959
7 O 0.506 0.363 1.143
8 C 1.616 2.051 2.391
9 C 1.482 2.994 3.365
10 N 0.321 3.318 3.953
11 C 0.311 4.334 4.995
12 C -0.040 3.923 6.394
13 C 1.371 4.283 6.046
14 C -0.861 2.725 3.510
15 C -2.105 3.106 4.027
16 C -3.289 2.554 3.557
17 N -4.529 2.961 4.082
18 C -4.754 4.338 4.499
19 C -5.327 4.331 5.914
20 N -6.222 3.113 6.049
21 C -6.871 2.768 4.734
22 C -5.785 2.261 3.781
23 C 2.997 1.794 1.892
24 O 3.953 2.342 2.358
25 O 3.051 0.917 0.886
26 H -1.947 0.454 1.247
27 H 2.365 3.517 3.710
28 H -0.017 5.303 4.643
29 H -0.255 2.875 6.566
30 H -0.621 4.613 6.994
31 H 2.089 3.474 6.000
32 H 1.776 5.223 6.391
33 H -2.131 3.834 4.825
34 H -5.448 4.829 3.810
35 H -3.841 4.921 4.480
36 H -5.922 5.217 6.122
37 H -4.550 4.235 6.667
38 H -6.919 3.260 6.776
39 H -5.649 2.321 6.336
40 H -7.359 3.672 4.382
41 H -7.630 2.010 4.901
42 H -6.135 2.408 2.759
43 H -5.645 1.194 3.931
44 O 0.759 1.049 -1.149
45 N 1.184 1.869 -2.077
46 N 2.383 1.665 -2.359
47 O 3.064 0.721 -1.761
48 C 3.041 2.513 -3.333
49 C 4.417 2.614 -3.269
50 C 5.062 3.426 -4.189
51 C 4.330 4.111 -5.150
52 C 2.947 3.986 -5.196
53 C 2.288 3.181 -4.284
54 H 4.966 2.074 -2.510
55 H 6.139 3.523 -4.152
56 H 4.839 4.739 -5.869
57 H 2.377 4.507 -5.955
58 H 1.214 3.059 -4.319
59 N 1.090 -2.574 1.333
60 C 2.037 -1.728 1.269
61 H 1.212 -3.263 2.081
62 F -6.433 -2.638 -0.451
63 C -5.625 -1.997 0.397
64 F -5.796 -2.533 1.616
65 F -6.058 -0.717 0.471
66 C -4.187 -2.048 -0.034
67 C -3.863 -2.077 -1.381
68 C -2.532 -2.053 -1.771
69 C -1.511 -1.997 -0.823
70 C -1.859 -1.978 0.528
71 C -3.187 -2.005 0.921
72 P 0.277 -1.964 -1.270
73 C 0.656 -3.752 -1.572
74 C 1.744 -4.411 -1.004
75 C 2.000 -5.748 -1.287
76 C 1.166 -6.442 -2.147
77 C 0.080 -5.804 -2.726
78 C -0.168 -4.472 -2.438
79 C 1.448 -7.881 -2.490
80 F 0.319 -8.596 -2.573
81 F 2.067 -7.974 -3.680
82 F 2.239 -8.460 -1.577
83 C 0.243 -1.393 -3.035
84 C 1.138 -1.918 -3.967
85 C 1.245 -1.381 -5.245
86 C 0.446 -0.312 -5.606
87 C -0.461 0.220 -4.699
88 C -0.554 -0.312 -3.424
89 C 0.571 0.314 -6.968
90 F -0.628 0.621 -7.482
91 F 1.198 -0.489 -7.835
92 F 1.276 1.462 -6.903
93 H -4.646 -2.118 -2.127
94 H -2.305 -2.045 -2.829
95 H -1.074 -1.950 1.270
96 H -3.446 -1.989 1.973
97 H 2.400 -3.891 -0.325
98 H 2.841 -6.253 -0.828
99 H -0.572 -6.345 -3.401
100 H -1.015 -3.993 -2.911
101 H 1.749 -2.773 -3.703
102 H 1.933 -1.806 -5.966
103 H -1.094 1.050 -4.994
104 H -1.256 0.119 -2.722
105 C 4.898 -2.383 -3.923
106 N 4.849 -2.725 -2.495
107 C 5.532 -3.951 -2.044
108 C 4.004 -2.122 -1.706
109 N 3.256 -1.581 -1.010
110 H 4.371 -3.136 -4.511
111 H 5.938 -2.344 -4.239
112 H 4.441 -1.409 -4.081
113 H 5.100 -4.826 -2.531
114 H 5.432 -4.050 -0.967
115 H 6.588 -3.880 -2.296
116 Cl 2.803 -0.737 3.702
117 C 3.148 -1.826 2.308
118 H 3.199 -2.827 2.726
119 H 4.117 -1.535 1.919

Calculated values
Molar mass in g mol⁻¹: 1129.2
Multiplicity: 1
Total charge: +2
HOMO-LUMO gap in eV: 7.7
E_HOMO in eV: -12.5

Here are the Löwdin charges for atoms 1 to 2, given in e: 0.964 0.070

Record 4
Molecular formula: C49H44CoN4O8P2
Method: DFT, ωB97M-V/def2-TZVPD

Positions of all 108 atoms, in Å:
1 Co 0.065 -0.931 -0.668
2 C 1.080 5.386 3.195
3 C 1.107 4.647 1.853
4 C 1.567 5.615 0.749
5 C 2.078 3.475 1.908
6 C 3.294 3.556 2.574
7 C 4.198 2.504 2.576
8 C 3.880 1.335 1.914
9 C 2.674 1.207 1.229
10 P 2.266 -0.409 0.463
11 C 2.705 -1.529 1.837
12 C 3.901 -2.223 1.980
13 C 4.122 -3.008 3.105
14 C 3.158 -3.092 4.097
15 C 1.970 -2.383 3.970
16 C 1.745 -1.611 2.844
17 C 3.628 -0.542 -0.760
18 C 4.153 -1.768 -1.166
19 C 5.073 -1.844 -2.202
20 C 5.472 -0.695 -2.866
21 C 4.959 0.533 -2.473
22 C 4.053 0.608 -1.425
23 C 1.803 2.292 1.224
24 O 0.660 2.155 0.489
25 C -0.429 2.933 0.808
26 C -1.658 2.460 0.366
27 C -2.787 3.221 0.642
28 C -2.679 4.416 1.331
29 C -1.434 4.861 1.747
30 C -0.277 4.130 1.496
31 P -1.743 0.886 -0.566
32 C -3.334 0.222 0.003
33 C -4.486 0.132 -0.769
34 C -5.637 -0.433 -0.236
35 C -5.648 -0.897 1.070
36 C -4.502 -0.796 1.849
37 C -3.350 -0.244 1.316
38 C -2.011 1.503 -2.274
39 C -1.587 2.787 -2.624
40 C -1.639 3.219 -3.942
41 C -2.134 2.381 -4.929
42 C -2.562 1.106 -4.591
43 C -2.490 0.661 -3.280
44 H 2.061 5.785 3.443
45 H 0.759 4.728 4.002
46 H 0.405 6.239 3.156
47 H 2.567 5.992 0.967
48 H 0.882 6.460 0.678
49 H 1.593 5.114 -0.220
50 H 3.550 4.461 3.105
51 H 5.135 2.595 3.105
52 H 4.564 0.496 1.942
53 H 4.688 -2.138 1.244
54 H 5.055 -3.547 3.204
55 H 3.328 -3.708 4.969
56 H 1.204 -2.452 4.728
57 H 0.803 -1.091 2.741
58 H 3.868 -2.684 -0.667
59 H 5.472 -2.807 -2.490
60 H 6.184 -0.754 -3.676
61 H 5.270 1.438 -2.975
62 H 3.679 1.578 -1.120
63 H -3.757 2.865 0.320
64 H -3.561 5.002 1.545
65 H -1.367 5.802 2.274
66 H -4.495 0.492 -1.789
67 H -6.525 -0.512 -0.848
68 H -6.543 -1.344 1.479
69 H -4.495 -1.160 2.867
70 H -2.452 -0.208 1.922
71 H -1.219 3.465 -1.866
72 H -1.303 4.217 -4.190
73 H -2.186 2.718 -5.955
74 H -2.944 0.439 -5.352
75 H -2.769 -0.357 -3.044
76 O -2.689 -3.277 -2.582
77 C -2.211 -2.660 -1.641
78 O -1.532 -1.582 -1.770
79 C -2.454 -3.166 -0.232
80 C -3.486 -4.075 -0.091
81 C -3.849 -4.558 1.153
82 C -3.194 -4.151 2.297
83 C -2.176 -3.240 2.157
84 C -1.712 -2.729 0.914
85 O -0.674 -1.978 0.876
86 N -1.591 -2.761 3.410
87 O -1.322 -3.584 4.258
88 O -1.422 -1.564 3.546
89 N -4.956 -5.501 1.274
90 O -5.221 -5.920 2.383
91 O -5.543 -5.815 0.261
92 H -4.011 -4.395 -0.981
93 H -3.476 -4.525 3.269
94 N 0.917 -2.894 -1.401
95 C 0.895 -3.200 -2.846
96 C 1.483 -2.079 -3.692
97 C 0.648 -0.807 -3.736
98 N 0.837 0.018 -2.522
99 H 1.835 -3.095 -1.015
100 H 0.276 -3.514 -0.912
101 H -0.149 -3.350 -3.125
102 H 1.428 -4.136 -3.045
103 H 1.576 -2.456 -4.713
104 H 2.503 -1.846 -3.363
105 H -0.409 -1.061 -3.784
106 H 0.903 -0.223 -4.627
107 H 0.289 0.868 -2.621
108 H 1.813 0.308 -2.465

Calculated values
Molar mass in g mol⁻¹: 937.8
Multiplicity: 4
Total charge: 0
HOMO-LUMO gap (spin up / spin down) in eV: 8.0 / 8.0
E_HOMO (spin up / spin down) in eV: -7.8 / -7.9
<S²>: 3.759

Here are the Löwdin charges for atoms 1 to 2, given in e: 0.482 -0.032

ΔE to the lowest compared entry with this formula, charge and spin readings, ordered: 5.527; 0.000; 0.000; 0.000 eV
F_max readings, ordered: 0.0752; 0.0535; 0.0258; 0.0113 Eh/bohr
DFT total energy readings, ordered: -178092.78856; -182923.87460; -145775.07007; -130071.04878 eV